[1]
{"formula": "C10H14BNO5", "method": "ωB97M-V/def2-TZVPD", "smiles": "COc1cccc(OC)c1C(=O)NCB(O)O", "e_tot_ev": -23001.617, "homo_ev": -8.66, "gap_ev": 9.23, "species": ["O", "O", "O", "O", "O", "B", "C", "C", "C", "C", "C", "C", "C", "N", "C", "C", "C", "H", "H", "H", "H", "H", "H", "H", "H", "H", "H", "H", "H", "H", "H"], "coordinates": [[0.3521, 1.9787, 0.8717], [3.0913, 1.7303, 0.3440], [4.3331, -0.2844, -0.0860], [0.6747, -0.7269, -1.6203], [-2.7443, 1.2935, 1.3576], [3.2393, 0.3859, 0.4842], [0.1712, 0.8038, 0.6757], [-3.1160, -0.9857, -1.4362], [-1.7929, -1.1296, -1.8515], [-3.3437, -0.0799, -0.4286], [-0.6745, -0.4948, -1.2798], [-2.3071, 0.5301, 0.2777], [-0.9720, 0.3109, -0.1225], [0.9761, -0.2627, 1.0499], [0.9330, -2.0247, -2.1241], [-1.8140, 2.1047, 2.0375], [2.2416, -0.2199, 1.6697], [2.2370, 2.0224, 0.6871], [4.7376, 0.2360, -0.8128], [-3.8376, -1.3510, -2.0751], [-1.6626, -1.8194, -2.6947], [-4.3448, 0.0976, -0.1034], [0.7150, -1.1440, 0.5908], [1.9481, -2.2034, -2.4938], [0.2134, -2.3056, -2.9484], [0.6374, -2.7600, -1.3251], [-2.3200, 2.7379, 2.8184], [-1.1932, 1.2874, 2.5735], [-1.2692, 2.7764, 1.4221], [2.2748, 0.6207, 2.4775], [2.6164, -1.1244, 2.0649]], "lowdin_charge": [0.043, 0.165, 0.127, -0.109, -0.076, -0.589, -0.441, -0.056, -0.032, -0.007, -0.170, -0.172, 0.010, 0.061, -0.083, -0.077, -0.067, 0.060, 0.112, 0.087, 0.102, 0.114, 0.150, 0.097, 0.086, 0.110, 0.109, 0.130, 0.072, 0.155, 0.091]}



[2]
{"formula": "C25H42ClGaNO7Sb", "method": "ωB97M-V/def2-TZVPD", "de_lowest_ev": 2.144, "charge": 2, "e_tot_ev": -113852.402, "homo_ev": -14.50, "gap_ev": 7.66, "species": ["Ga", "O", "C", "O", "C", "C", "C", "C", "C", "N", "C", "O", "O", "H", "H", "H", "H", "H", "C", "C", "C", "O", "C", "H", "H", "H", "H", "H", "H", "H", "H", "Cl", "C", "C", "O", "O", "H", "H", "C", "C", "C", "C", "Sb", "C", "C", "C", "C", "C", "C", "C", "C", "H", "H", "H", "H", "H", "H", "H", "H", "H", "H", "H", "H", "H", "H", "H", "H", "H", "H", "H", "H", "H", "H", "H", "H", "H", "H", "H"], "coordinates": [[-0.2007, -1.0698, -0.3614], [-0.3944, -4.8171, -2.8804], [-0.4570, -3.6028, -2.4022], [-0.4593, -3.3278, -1.2192], [-0.5640, -2.5474, -3.4473], [-0.4695, -2.8165, -4.8126], [-0.6054, -1.7532, -5.6924], [-0.8534, -0.4832, -5.1861], [-0.9261, -0.3212, -3.8036], [-0.7660, -1.3358, -2.9640], [-1.1329, 0.9810, -3.1040], [-1.4699, 2.0578, -3.7735], [-0.9517, 1.0330, -1.9016], [-0.3504, -5.5109, -2.1982], [-0.2910, -3.8238, -5.1555], [-0.5293, -1.9128, -6.7576], [-0.9752, 0.3473, -5.8652], [-1.6488, 1.9497, -4.7206], [-2.5359, -3.9924, 2.4258], [-2.9641, -2.6209, 2.9298], [-2.8977, -1.8094, 1.6442], [-1.7510, -2.3070, 0.9334], [-1.4272, -3.6246, 1.4510], [-3.3651, -4.4804, 1.9147], [-2.1831, -4.6481, 3.2162], [-2.2446, -2.2437, 3.6552], [-3.9504, -2.6254, 3.3798], [-2.7585, -0.7424, 1.8181], [-3.7920, -1.9724, 1.0315], [-0.4605, -3.5650, 1.9543], [-1.3547, -4.3137, 0.6128], [3.0637, -4.0601, 1.5752], [2.9071, -3.5121, -0.1066], [1.8677, -2.4176, -0.2084], [1.7215, -1.7990, -1.2848], [1.1490, -2.1757, 0.7837], [2.5664, -4.3616, -0.7032], [3.8781, -3.1808, -0.4745], [2.6169, 0.2657, 2.4142], [1.2874, 0.9350, 2.6846], [1.4440, 2.1730, 3.5466], [0.2940, -0.0453, 3.2722], [0.3922, 1.5371, 0.6196], [-1.4753, 2.9317, 0.8138], [-1.4067, 3.9479, -0.3007], [-1.3625, 3.5963, 2.1668], [-2.7011, 2.0563, 0.7149], [2.0997, 2.4024, -0.7042], [2.8631, 3.3676, 0.1796], [1.5376, 3.1273, -1.9080], [2.9273, 1.2136, -1.1386], [2.9916, -0.1713, 3.3395], [3.3709, 0.9676, 2.0629], [2.5101, -0.5501, 1.7016], [2.0420, 1.9156, 4.4217], [0.4826, 2.5337, 3.9011], [1.9585, 2.9801, 3.0275], [0.6344, -0.3355, 4.2655], [0.2253, -0.9527, 2.6704], [-0.6962, 0.3982, 3.3853], [-0.5301, 4.5847, -0.1956], [-2.2820, 4.5980, -0.2433], [-1.4119, 3.4738, -1.2793], [-0.4299, 4.1484, 2.2651], [-1.4584, 2.8819, 2.9830], [-2.1731, 4.3175, 2.2793], [-2.6743, 1.4384, -0.1817], [-3.5918, 2.6825, 0.6529], [-2.8108, 1.4218, 1.5936], [2.2121, 4.1576, 0.5544], [3.6434, 3.8361, -0.4219], [3.3473, 2.8732, 1.0192], [1.0687, 4.0685, -1.6342], [0.8214, 2.5250, -2.4574], [2.3612, 3.3570, -2.5858], [3.3481, 0.6671, -0.2975], [3.7630, 1.5588, -1.7483], [2.3378, 0.5215, -1.7414]], "lowdin_charge": [0.841, 0.203, -0.409, 0.069, -0.142, 0.072, 0.021, 0.054, -0.140, 0.174, -0.438, 0.194, -0.069, 0.172, 0.138, 0.134, 0.128, 0.140, -0.132, -0.136, -0.163, -0.239, -0.163, 0.125, 0.129, 0.118, 0.127, 0.097, 0.139, 0.121, 0.112, 0.642, -0.447, -0.728, -0.009, -0.101, 0.092, 0.099, -0.096, -0.631, -0.093, -0.110, 1.729, -0.627, -0.099, -0.106, -0.107, -0.624, -0.095, -0.091, -0.104, 0.110, 0.075, 0.056, 0.106, 0.067, 0.074, 0.109, 0.055, 0.078, 0.079, 0.108, 0.065, 0.083, 0.074, 0.108, 0.063, 0.107, 0.068, 0.085, 0.108, 0.068, 0.077, 0.053, 0.107, 0.073, 0.107, 0.065]}



[3]
{"formula": "C2H3NO2S", "method": "ωB97M-V/def2-TZVPD", "de_lowest_ev": 5.172, "e_tot_ev": -18538.280, "homo_ev": -8.09, "gap_ev": 8.34, "species": ["C", "C", "N", "O", "O", "S", "H", "H", "H"], "coordinates": [[1.6690, 1.0007, 0.0401], [-0.4862, 0.3532, 0.0204], [-0.4637, -0.9016, 0.0817], [2.4084, 0.1163, -0.1019], [-1.6013, -1.7106, 0.1318], [-1.6608, 1.4256, -0.2006], [1.8885, 2.1401, 0.1674], [0.5414, -1.3739, 0.0289], [-2.2954, -1.0498, -0.1678]], "lowdin_charge": [-0.086, -0.814, -0.143, 0.044, -0.017, 0.604, 0.125, 0.205, 0.082]}



[4]
{"formula": "C4H12", "method": "ωB97M-V/def2-TZVPD", "de_lowest_ev": 0.317, "charge": -1, "s2": 0.750, "e_tot_ev": -4340.719, "spin_multiplicity": 2, "homo_ev": [1.57, -7.75], "gap_ev": [2.73, 12.23], "species": ["C", "C", "H", "H", "H", "H", "H", "H", "C", "C", "H", "H", "H", "H", "H", "H"], "coordinates": [[-2.7090, -0.1251, 1.3595], [-1.4800, 0.7462, 1.0804], [-3.5479, 0.2239, 0.7689], [-2.5007, -1.1830, 1.2173], [-2.9324, -0.0874, 2.4348], [-0.5362, 0.2526, 1.2970], [-1.4491, 1.5793, 1.7895], [-1.4340, 1.1219, 0.0576], [2.2541, -0.6145, -1.9264], [1.9072, -0.0644, -0.5678], [3.1999, -1.1438, -1.9531], [1.4172, -1.1466, -2.3988], [2.3702, 0.1855, -2.6668], [1.1674, 0.7431, -0.5393], [2.7566, 0.3627, -0.0287], [1.5166, -0.8504, 0.0760]], "lowdin_charge": [-0.299, -0.347, 0.036, 0.027, 0.041, 0.022, 0.031, 0.020, -0.332, -0.376, 0.037, 0.035, 0.032, 0.029, 0.027, 0.017]}



[5]
{"formula": "C6H40O15", "method": "ωB97M-V/def2-TZVPD", "de_lowest_ev": 2.607, "e_tot_ev": -37583.111, "homo_ev": -8.87, "gap_ev": 8.89, "species": ["C", "O", "C", "C", "C", "C", "C", "H", "H", "H", "H", "H", "H", "H", "H", "H", "H", "H", "H", "H", "H", "O", "H", "H", "O", "H", "H", "O", "H", "H", "O", "H", "H", "O", "H", "H", "O", "H", "H", "O", "H", "H", "O", "H", "H", "O", "H", "H", "O", "H", "H", "O", "H", "H", "O", "H", "H", "O", "H", "H", "O"], "coordinates": [[-0.0921, 0.4043, -2.5201], [1.1145, 1.2041, -2.3681], [0.0738, -0.8787, -1.6493], [0.4683, -0.7555, -0.1926], [-0.6812, -0.8667, 0.7550], [-0.5725, -0.6870, 2.0695], [-1.7562, -0.4345, 2.9795], [-0.2359, 0.2020, -3.6112], [-0.9431, 0.8577, -1.9534], [0.7118, 2.1468, -2.3649], [0.8276, -1.5441, -2.0961], [-0.8244, -1.5520, -1.8298], [0.8860, 0.2715, -0.2209], [1.2804, -1.5178, 0.0260], [-1.6193, -1.1592, 0.2849], [0.3911, -0.4651, 2.4963], [-1.8798, -0.9025, 3.9419], [-1.6472, 0.6305, 3.3115], [-2.6807, -0.7235, 2.4246], [2.5541, 3.2961, -0.2134], [1.7004, 2.0059, -0.4132], [1.8115, 2.7951, 0.1203], [3.5721, 0.6293, 0.3789], [4.3836, -0.6183, 0.9679], [4.1918, 0.3182, 1.0668], [3.7832, 0.6450, -1.5772], [2.2080, 0.2738, -1.8359], [3.0582, 0.0572, -1.3436], [-3.2418, -1.9697, -0.7836], [-2.3621, -3.3758, -0.8650], [-2.9233, -2.7809, -0.3799], [-3.0140, 2.0238, -3.5288], [-2.5203, 2.0766, -2.1269], [-2.4476, 2.5571, -2.9552], [-0.2996, 2.0007, 1.5820], [-0.3448, 3.1472, 0.6798], [-0.9726, 2.5830, 1.1461], [1.8190, 2.0870, 3.5855], [1.7298, 2.9091, 2.3395], [1.1618, 2.4705, 2.9955], [1.1837, -4.6410, -0.6292], [-0.1982, -3.9917, -0.2881], [0.4575, -4.1287, -0.9770], [-1.3734, -3.8427, 1.6770], [0.1014, -3.7156, 1.7208], [-0.5750, -4.3984, 1.6136], [2.6234, -2.0906, 2.3897], [2.7092, -0.4610, 2.4064], [2.6707, -1.3171, 2.9520], [-3.7241, 0.6104, -0.7736], [-4.5603, -0.5860, -0.3162], [-3.8822, -0.3230, -0.9385], [2.9913, -1.5500, -0.3646], [3.0824, -3.1129, -0.5436], [3.0983, -2.3923, 0.0817], [-0.4833, 3.7043, -1.4449], [-0.8704, 3.5221, -2.8463], [-0.0705, 3.6452, -2.3137], [-3.8841, 3.0557, -0.1400], [-2.6653, 2.3582, 0.5726], [-3.3000, 2.2936, -0.1604]], "lowdin_charge": [-0.177, -0.162, -0.199, -0.196, -0.118, -0.167, -0.086, 0.140, 0.108, 0.077, 0.103, 0.124, 0.092, 0.098, 0.072, 0.076, 0.053, 0.083, 0.082, 0.071, 0.003, -0.025, 0.001, 0.026, -0.071, 0.076, 0.017, -0.095, -0.023, 0.028, -0.063, 0.075, -0.003, -0.056, 0.033, 0.021, -0.064, 0.053, 0.028, -0.056, 0.032, -0.012, -0.048, 0.049, 0.038, -0.054, 0.003, 0.044, -0.096, -0.006, 0.060, -0.048, -0.017, 0.046, -0.058, 0.047, 0.032, -0.030, 0.072, 0.023, -0.057]}



[6]
{"formula": "C4H3NOS", "method": "ωB97M-V/def2-TZVPD", "de_lowest_ev": 3.153, "smiles": "C#C/C=N/SC=O", "e_tot_ev": -18565.100, "homo_ev": -9.57, "gap_ev": 8.85, "species": ["C", "C", "C", "C", "H", "H", "H", "N", "O", "S"], "coordinates": [[-1.6794, 1.8495, 0.3312], [0.3399, -0.4005, -0.1074], [1.2044, -1.6167, -0.2907], [2.0589, -2.4429, -0.5628], [-2.0081, 2.9805, 0.5524], [-0.4167, -0.2046, -0.9836], [2.8296, -3.0267, -1.0234], [0.3666, 0.0493, 1.1449], [-2.4450, 1.2134, -0.4158], [-0.2501, 1.5986, 1.3552]], "lowdin_charge": [-0.601, -0.225, -0.103, 0.112, 0.102, 0.147, 0.033, -0.320, -0.061, 0.916]}